1.
Computed, not measured: an isolated molecule of C21H22N4O2S, with ωB97M-V/def2-TZVPD.

As for the spin multiplicity: 1. The HOMO-LUMO gap comes out at 8.97 eV. The HOMO energy is -8.401 eV. The molecular weight comes out at 394.50 g/mol. The SMILES is Oc1c([C@@H](c2ccco2)N2CCC(Cc3ccccc3)CC2)sc2ncnn12.

Geometry as XYZ:
```
50
C21H22N4O2S | the Open Molecules 2025 dataset | ωB97M-V/def2-TZVPD
O 2.158 2.015 -2.672
C 2.505 1.771 -1.397
C 2.449 0.584 -0.743
C 1.912 -0.694 -1.339
C 2.916 -1.806 -1.290
C 3.811 -2.223 -0.346
C 4.477 -3.344 -0.900
C 3.938 -3.522 -2.135
O 2.998 -2.597 -2.379
N 0.624 -1.116 -0.809
C 0.614 -1.566 0.569
C -0.696 -2.299 0.847
C -1.914 -1.409 0.585
C -2.084 -0.329 1.668
C -3.360 0.439 1.476
C -4.580 -0.132 1.819
C -5.764 0.553 1.617
C -5.746 1.824 1.066
C -4.538 2.404 0.723
C -3.355 1.715 0.927
C -1.789 -0.819 -0.821
C -0.434 -0.153 -1.044
S 2.995 0.752 0.929
C 3.301 2.417 0.676
N 3.746 3.468 1.336
C 3.683 4.444 0.412
N 3.231 4.079 -0.772
N 2.984 2.776 -0.600
H 2.331 2.948 -2.865
H 1.741 -0.474 -2.402
H 3.984 -1.794 0.620
H 5.246 -3.926 -0.436
H 4.133 -4.241 -2.906
H 0.731 -0.731 1.279
H 1.449 -2.252 0.716
H -0.699 -2.655 1.879
H -0.747 -3.165 0.185
H -2.813 -2.036 0.612
H -1.238 0.357 1.654
H -2.101 -0.822 2.643
H -4.599 -1.121 2.254
H -6.704 0.096 1.891
H -6.670 2.360 0.908
H -4.515 3.396 0.296
H -2.415 2.178 0.659
H -2.586 -0.095 -0.999
H -1.891 -1.627 -1.548
H -0.335 0.730 -0.389
H -0.366 0.192 -2.079
H 3.980 5.450 0.622
```

***

2.
Computed, not measured: a cluster of 2 separate species, C21H22N4O2S in total, with ωB97M-V/def2-TZVPD.

As for the spin multiplicity: 1. The HOMO-LUMO gap comes out at 6.09 eV. The HOMO energy is -7.247 eV. The molecular weight comes out at 394.50 g/mol.

Geometry as XYZ:
```
50
C21H22N4O2S | the Open Molecules 2025 dataset | ωB97M-V/def2-TZVPD
C -5.047 0.601 1.649
N -4.070 1.218 2.524
C -4.633 2.232 3.393
C -2.697 0.974 2.400
C -1.889 1.759 1.557
C -0.545 1.457 1.375
C 0.077 0.344 1.970
C 1.492 0.058 1.719
C 2.435 1.047 1.828
C 3.822 0.753 1.942
N 4.957 0.508 2.084
C 2.095 2.391 2.158
N 1.887 3.510 2.451
C -0.734 -0.402 2.867
C -2.074 -0.093 3.082
H -4.557 -0.132 0.992
H -5.820 0.088 2.241
H -5.554 1.356 1.024
H -3.848 2.682 4.017
H -5.129 3.028 2.813
H -5.397 1.787 4.052
H -2.344 2.611 1.049
H 0.051 2.116 0.753
H 1.817 -0.965 1.595
H -0.273 -1.200 3.440
H -2.678 -0.666 3.789
C 4.286 -0.388 -3.074
S 3.673 -0.263 -1.356
C 4.174 1.481 -1.168
C 1.954 -0.086 -1.377
C 1.072 -1.037 -1.980
C -0.152 -0.679 -2.641
C -0.992 -1.625 -3.185
C -0.640 -2.987 -3.124
N -1.614 -3.978 -3.426
O -1.298 -5.181 -3.261
O -2.753 -3.627 -3.817
C 0.619 -3.364 -2.607
C 1.457 -2.404 -2.082
H 4.043 -1.360 -3.502
H 3.878 0.415 -3.699
H 5.375 -0.307 -3.020
H 3.852 1.862 -0.204
H 5.264 1.528 -1.191
H 3.750 2.057 -1.993
H 1.686 0.976 -1.244
H -0.371 0.374 -2.786
H -1.944 -1.352 -3.640
H 0.882 -4.420 -2.611
H 2.452 -2.701 -1.775
```

***

Q: What are the energies relative to the best structure? A: 1 0.0; 2 146.2, in kcal/mol.

***

1.
Computed, not measured: a cluster of 2 separate species, C3H11NOS2 in total, with ωB97M-V/def2-TZVPD.

As for the spin multiplicity: 1. The HOMO-LUMO gap comes out at 9.39 eV. The HOMO energy is -8.787 eV. The molecular weight comes out at 141.26 g/mol. The SMILES is CSSCCN.O.

Geometry as XYZ:
```
18
C3H11NOS2 | the Open Molecules 2025 dataset | ωB97M-V/def2-TZVPD
C -2.908 2.771 -0.604
S -2.232 1.500 -1.867
S -0.265 1.723 -1.722
C 0.239 0.627 -0.406
C 1.752 0.292 -0.387
N 2.222 -0.174 0.935
H -2.572 3.801 -0.964
H -4.010 2.731 -0.870
H -2.918 2.680 0.501
H -0.355 -0.334 -0.710
H -0.067 1.002 0.640
H 2.217 1.148 -0.667
H 1.932 -0.482 -1.146
H 2.696 -1.049 0.781
H 3.039 0.418 1.293
O 0.473 -5.609 2.076
H 0.101 -6.236 1.441
H 0.653 -4.807 1.676
```

***

2.
Computed, not measured: a cluster of 2 separate species, C3H11NOS2 in total, with ωB97M-V/def2-TZVPD.

As for the spin multiplicity: 1. The HOMO-LUMO gap comes out at 8.54 eV. The HOMO energy is -7.938 eV. The molecular weight comes out at 141.26 g/mol. The SMILES is CNCCSS.O.

Geometry as XYZ:
```
18
C3H11NOS2 | the Open Molecules 2025 dataset | ωB97M-V/def2-TZVPD
C -0.237 1.636 -1.499
N 0.739 1.341 -0.433
C 0.893 -0.100 -0.184
C -0.303 -0.708 0.564
S -1.213 0.172 1.850
S -2.701 1.106 0.757
H -0.494 2.686 -1.472
H 0.272 1.553 -2.479
H -1.109 0.989 -1.479
H 1.639 1.627 -0.792
H 1.796 -0.204 0.399
H 0.921 -0.657 -1.138
H -1.102 -0.886 -0.149
H -0.088 -1.742 0.857
H -3.395 1.415 1.856
O 6.161 -3.890 -2.685
H 6.395 -4.673 -2.172
H 5.381 -4.230 -3.145
```

***

3.
Computed, not measured: a cluster of 2 separate species, C3H11NOS2 in total, with ωB97M-V/def2-TZVPD.

As for the spin multiplicity: 1. The HOMO-LUMO gap comes out at 9.41 eV. The HOMO energy is -8.730 eV. The molecular weight comes out at 141.26 g/mol. The SMILES is CSSCCN.O.

Geometry as XYZ:
```
18
C3H11NOS2 | the Open Molecules 2025 dataset | ωB97M-V/def2-TZVPD
C 0.388 1.695 -3.830
S 0.555 0.188 -2.792
S -1.039 -0.231 -1.686
C -0.770 0.533 -0.049
C -0.392 -0.448 1.047
N -1.279 -0.241 2.210
H 1.210 2.374 -3.602
H 0.522 1.366 -4.853
H -0.544 2.214 -3.614
H -1.728 0.954 0.267
H -0.124 1.408 -0.104
H 0.616 -0.405 1.460
H -0.465 -1.495 0.749
H -2.242 -0.427 1.952
H -1.035 -0.900 2.940
O 1.850 -1.993 3.132
H 2.374 -1.702 3.882
H 2.102 -2.890 2.891
```

***

4.
Computed, not measured: a cluster of 2 separate species, C3H11NOS2 in total, with ωB97M-V/def2-TZVPD.

As for the spin multiplicity: 1. The HOMO-LUMO gap comes out at 9.15 eV. The HOMO energy is -8.737 eV. The molecular weight comes out at 141.26 g/mol. The SMILES is C[C@@H](N)CSS.O.

Geometry as XYZ:
```
18
C3H11NOS2 | the Open Molecules 2025 dataset | ωB97M-V/def2-TZVPD
C 0.425 -1.586 -2.867
C -0.161 -0.524 -1.897
N -1.188 -1.001 -1.020
C 1.062 0.040 -1.138
S 0.616 0.981 0.451
S 1.515 -0.221 1.904
H 0.998 -2.375 -2.388
H -0.344 -2.095 -3.449
H 1.059 -0.951 -3.491
H -0.576 0.300 -2.493
H -0.998 -1.201 -0.059
H -2.135 -1.084 -1.355
H 1.603 -0.801 -0.703
H 1.784 0.670 -1.645
H 0.372 -0.920 2.087
O -1.665 3.699 6.117
H -1.509 2.881 5.634
H -0.859 4.186 6.313
```

***

Q: What are the energies relative to the best structure? A: 1 15.7; 2 14.4; 3 0.0; 4 3.5, in kcal/mol.

***

1.
Computed, not measured: a cluster of 2 separate species, C3H11NOS2 in total, with ωB97M-V/def2-TZVPD.

As for the spin multiplicity: 1. The HOMO-LUMO gap comes out at 9.31 eV. The HOMO energy is -8.938 eV. The molecular weight comes out at 141.26 g/mol. The SMILES is CNCCSS.O.

Geometry as XYZ:
```
18
C3H11NOS2 | the Open Molecules 2025 dataset | ωB97M-V/def2-TZVPD
C 1.503 0.892 -0.515
N 0.671 0.871 0.683
C 0.146 -0.455 1.030
C -0.801 -0.953 -0.081
S -1.368 -2.749 0.257
S -0.401 -3.599 -1.362
H 1.770 -0.121 -0.794
H 2.542 1.293 -0.418
H 1.071 1.330 -1.429
H -0.114 1.580 0.510
H 1.070 -1.088 1.248
H -0.364 -0.263 1.970
H -0.451 -0.863 -1.081
H -1.692 -0.296 -0.062
H 0.958 -3.741 -1.073
O -1.866 2.700 0.294
H -1.424 2.159 0.947
H -1.249 3.304 -0.123
```

***

2.
Computed, not measured: a cluster of 2 separate species, C3H11NOS2 in total, with ωB97M-V/def2-TZVPD.

As for the spin multiplicity: 1. The HOMO-LUMO gap comes out at 9.18 eV. The HOMO energy is -8.508 eV. The molecular weight comes out at 141.26 g/mol. The SMILES is NCCCSS.O.

Geometry as XYZ:
```
18
C3H11NOS2 | the Open Molecules 2025 dataset | ωB97M-V/def2-TZVPD
N -1.467 -1.799 0.133
C -0.230 -1.865 -0.675
C 0.814 -0.786 -0.293
C 0.429 0.068 0.908
S 1.718 1.155 1.516
S 2.804 1.851 -0.061
H -2.193 -2.307 -0.351
H -1.410 -2.138 1.080
H -0.593 -1.590 -1.648
H 0.208 -2.853 -0.641
H 1.039 -0.174 -1.162
H 1.722 -1.283 -0.057
H 0.329 -0.639 1.729
H -0.533 0.549 0.767
H 1.945 2.713 -0.640
O -1.131 3.138 -0.116
H -1.760 2.602 0.388
H -1.690 3.360 -0.876
```

***

Q: What are the energies relative to the best structure? A: 1 20.2; 2 0.0, in kcal/mol.

***

1.
Computed, not measured: a cluster of 2 separate species, C7H15ClSi in total, with ωB97M-V/def2-TZVPD.

As for the spin multiplicity: 1. The HOMO-LUMO gap comes out at 7.58 eV. The HOMO energy is -7.563 eV. The molecular weight comes out at 162.74 g/mol.

Geometry as XYZ:
```
24
C7H15ClSi | the Open Molecules 2025 dataset | ωB97M-V/def2-TZVPD
C 3.026 2.186 -0.526
C 3.185 0.906 -0.566
C -2.581 -1.190 -0.608
C -0.717 -1.520 1.153
C -1.881 0.607 1.029
C 2.394 0.048 0.264
C -1.356 -0.586 0.169
Si -0.022 0.156 -1.136
Cl -0.017 -0.724 -2.991
H 3.503 2.758 -1.332
H 2.268 2.562 0.139
H 3.897 0.468 -1.204
H -2.257 -2.163 -1.261
H -3.546 -1.208 0.004
H -2.732 -0.399 -1.444
H -1.467 -1.838 1.968
H 0.284 -1.231 1.530
H -0.588 -2.525 0.677
H -1.362 1.578 0.820
H -2.986 0.799 0.862
H -1.714 0.391 2.096
H 2.390 0.431 1.289
H 2.432 -1.033 0.178
H -0.153 1.527 -1.111
```

***

2.
Computed, not measured: an isolated molecule of C7H15ClSi, with ωB97M-V/def2-TZVPD.

As for the spin multiplicity: 1. The HOMO-LUMO gap comes out at 9.20 eV. The HOMO energy is -8.347 eV. The molecular weight comes out at 162.74 g/mol. The SMILES is CC(C)=C(Cl)[Si](C)(C)C.

Geometry as XYZ:
```
24
C7H15ClSi | the Open Molecules 2025 dataset | ωB97M-V/def2-TZVPD
C -2.139 -2.021 -1.602
C -1.179 -1.009 -1.111
C -1.455 0.368 -1.489
C -0.188 -1.227 -0.204
Cl 0.267 -2.829 0.123
Si 1.007 0.102 0.683
C -0.121 1.028 1.847
C 1.959 1.101 -0.658
C 2.316 -0.781 1.719
H -2.547 -1.628 -2.506
H -1.504 -2.957 -1.833
H -2.850 -2.106 -0.855
H -2.265 0.703 -0.745
H -0.650 1.099 -1.376
H -1.869 0.434 -2.512
H -1.144 1.334 1.416
H -0.456 0.715 2.862
H 0.301 2.051 2.043
H 1.291 2.038 -0.763
H 2.789 1.500 0.011
H 2.308 0.577 -1.555
H 3.208 -0.744 1.184
H 2.399 -0.376 2.719
H 1.935 -1.832 1.752
```

***

Q: What are the energies relative to the best structure? A: 1 50.9; 2 0.0, in kcal/mol.

***

1.
Computed, not measured: a cluster of 2 separate species, C6H15N2 in total, with ωB97M-V/def2-TZVPD.

As for the spin multiplicity: 1. The charge is +1. The HOMO-LUMO gap comes out at 8.83 eV. The HOMO energy is -13.189 eV. The molecular weight comes out at 115.20 g/mol.

Geometry as XYZ:
```
23
C6H15N2 | the Open Molecules 2025 dataset | ωB97M-V/def2-TZVPD
C -1.231 -0.377 -1.991
C -0.966 0.682 1.867
C -1.499 0.065 -0.672
C -2.285 -0.442 -3.007
C 0.081 0.663 2.873
C 2.871 0.167 0.243
N -0.739 0.239 0.602
N 1.751 -0.769 0.090
H -0.232 -0.677 -2.270
H -1.957 1.049 2.103
H -2.531 0.361 -0.506
H -2.347 -1.460 -3.394
H -2.019 0.190 -3.856
H -3.255 -0.141 -2.624
H 1.049 0.389 2.465
H -0.190 -0.041 3.665
H 0.140 1.640 3.355
H 3.808 -0.219 -0.163
H 2.624 1.094 -0.272
H 3.027 0.381 1.299
H 0.264 -0.126 0.448
H 1.936 -1.613 0.628
H 1.701 -1.055 -0.884
```

***

2.
Computed, not measured: the ion C6H15N2 with charge +1, with ωB97M-V/def2-TZVPD.

As for the spin multiplicity: 1. The charge is +1. The HOMO-LUMO gap (spin up / spin down) comes out at 9.00 / 8.97 eV. The HOMO energy (spin up / spin down) is -13.443 / -13.415 eV. The molecular weight comes out at 115.20 g/mol.

Geometry as XYZ:
```
23
C6H15N2 | the Open Molecules 2025 dataset | ωB97M-V/def2-TZVPD
C -0.368 -1.293 -0.004
C 1.694 -0.010 0.828
C -1.065 0.164 0.060
C 2.844 0.744 0.230
C -2.230 0.073 0.949
C -1.587 0.494 -1.401
N -0.100 1.228 0.311
N 1.130 -0.979 -0.123
H -0.593 -1.508 1.108
H -0.649 -1.919 -0.804
H 1.799 -0.331 1.854
H 3.375 1.174 1.131
H 2.606 1.395 -0.497
H 3.546 0.021 -0.299
H -2.573 -0.866 0.619
H -3.024 0.700 0.697
H -1.928 0.255 1.991
H -2.092 1.539 -1.487
H -2.409 -0.135 -1.817
H -0.691 0.344 -2.081
H -0.360 1.587 1.238
H 1.801 -1.842 -0.137
H 1.268 -0.640 -1.150
```

***

Q: What are the energies relative to the best structure? A: 1 0.0; 2 70.4, in kcal/mol.

***

1.
Computed, not measured: the ion C6H15N2 with charge +1, with ωB97M-V/def2-TZVPD.

As for the spin multiplicity: 1. The charge is +1. The HOMO-LUMO gap comes out at 10.50 eV. The HOMO energy is -13.656 eV. The molecular weight comes out at 115.20 g/mol. The SMILES is CN1C(C)(C)[C@@]1(C)[NH3+].

Geometry as XYZ:
```
23
C6H15N2 | the Open Molecules 2025 dataset | ωB97M-V/def2-TZVPD
C 1.934 -1.302 -0.801
N 0.463 -0.235 -0.964
C 0.185 0.804 0.010
C 1.259 1.063 1.074
C -0.421 2.101 -0.439
C -0.572 -0.516 -0.053
C -0.892 -1.422 1.157
N -1.837 -0.508 -0.887
H 2.889 -0.722 -0.794
H 1.820 -1.782 0.206
H 1.836 -2.041 -1.631
H 2.059 1.442 0.575
H 1.647 0.102 1.452
H 0.832 1.742 1.682
H 0.244 3.033 -0.599
H -1.132 2.366 0.413
H -1.026 2.080 -1.303
H -1.002 -2.515 0.741
H -1.856 -1.057 1.690
H -0.139 -1.292 1.885
H -2.749 -0.612 -0.431
H -1.663 -1.108 -1.701
H -1.875 0.378 -1.281
```

***

2.
Computed, not measured: the ion C6H15N2 with charge +1, with ωB97M-V/def2-TZVPD.

As for the spin multiplicity: 1. The charge is +1. The HOMO-LUMO gap comes out at 7.66 eV. The HOMO energy is -11.065 eV. The molecular weight comes out at 115.20 g/mol. The SMILES is C/C(=C\N)C[C@@H](C)[NH3+].

Geometry as XYZ:
```
23
C6H15N2 | the Open Molecules 2025 dataset | ωB97M-V/def2-TZVPD
C -1.412 -0.453 -1.729
C -0.984 0.193 -0.406
C -1.630 1.389 -0.072
N -2.436 2.089 -0.883
C -0.186 -0.427 0.739
C 1.294 -0.223 0.716
C 2.019 -0.477 2.030
N 1.866 -1.120 -0.419
H -2.532 -0.388 -1.958
H -0.923 -0.067 -2.585
H -1.257 -1.579 -1.642
H -1.576 1.762 0.948
H -2.919 2.857 -0.614
H -2.515 1.934 -1.831
H -0.584 -1.440 0.889
H -0.523 0.306 1.528
H 1.568 0.908 0.476
H 3.008 -0.400 1.810
H 1.898 -1.477 2.428
H 1.873 0.368 2.735
H 1.981 -0.506 -1.308
H 1.130 -1.817 -0.579
H 2.841 -1.432 -0.271
```

***

3.
Computed, not measured: the ion C6H15N2 with charge +1, with ωB97M-V/def2-TZVPD.

As for the spin multiplicity: 1. The charge is +1. The HOMO-LUMO gap comes out at 8.15 eV. The HOMO energy is -13.065 eV. The molecular weight comes out at 115.20 g/mol. The SMILES is C=[NH+]CNC(C)(C)C.

Geometry as XYZ:
```
23
C6H15N2 | the Open Molecules 2025 dataset | ωB97M-V/def2-TZVPD
C 2.123 -0.380 -2.186
N 2.253 0.319 -1.154
C 1.266 1.074 -0.457
N -0.017 0.670 -0.601
C -0.736 -0.035 0.378
C -0.177 -1.474 0.413
C -0.585 0.685 1.767
C -2.216 -0.173 0.029
H 1.149 -0.604 -2.769
H 2.924 -0.877 -2.555
H 3.183 0.545 -0.803
H 1.385 1.058 0.608
H 1.489 2.100 -0.712
H -0.531 0.605 -1.491
H -0.156 -2.040 -0.539
H 0.852 -1.419 0.832
H -0.606 -2.121 1.147
H -0.639 1.729 1.789
H 0.306 0.209 2.245
H -1.371 0.384 2.383
H -2.752 0.806 0.059
H -2.452 -0.628 -0.880
H -2.739 -0.873 0.740
```

***

Q: What are the energies relative to the best structure? A: 1 39.7; 2 0.0; 3 13.7, in kcal/mol.